(1)
Here is 2 unconnected molecules or ions with the total composition C39H39N2OSi at a distorted geometry from the OMol25 dataset. Energies are from ωB97M-V/def2-TZVPD.

Properties
- LUMO: -4.78 eV

Geometry as ORCA input:
```
! RIJCOSX wB97M-V def2-TZVPD def2/J DEFGRID3
* xyz 1 1
C 2.614 2.230 -3.223
C 1.582 2.601 -4.092
C 0.259 2.245 -3.806
C -0.042 1.537 -2.633
Si -1.779 1.010 -2.240
C -2.946 1.665 -3.535
C -3.707 0.763 -4.295
C -4.578 1.231 -5.283
C -4.698 2.605 -5.521
C -3.935 3.510 -4.775
C -3.056 3.042 -3.790
C -1.854 -0.845 -2.159
C -0.979 -1.603 -2.951
C -1.049 -2.999 -2.936
C -1.985 -3.647 -2.125
C -2.858 -2.894 -1.334
C -2.790 -1.496 -1.343
C -2.283 1.711 -0.532
C -2.239 3.256 -0.453
C -1.749 3.546 0.978
C -1.019 2.267 1.433
N -1.441 1.236 0.510
C 0.993 1.180 -1.756
C 2.320 1.512 -2.056
H 3.646 2.498 -3.454
H 1.805 3.164 -4.999
H -0.540 2.514 -4.498
H -3.608 -0.309 -4.112
H -5.160 0.520 -5.871
H -5.379 2.970 -6.293
H -4.014 4.583 -4.959
H -2.448 3.754 -3.228
H -0.243 -1.098 -3.582
H -0.375 -3.584 -3.563
H -2.031 -4.737 -2.110
H -3.599 -3.392 -0.707
H -3.475 -0.912 -0.723
H -3.337 1.352 -0.495
H -1.515 3.640 -1.188
H -3.215 3.695 -0.687
H -1.110 4.430 1.025
H -2.619 3.716 1.625
H 0.073 2.403 1.356
H -1.239 2.018 2.482
H -1.424 0.257 0.780
H 0.758 0.643 -0.833
H 3.118 1.206 -1.379
C 2.345 -5.866 -1.162
O 1.084 -5.399 -0.626
C 1.100 -4.652 0.509
C 2.292 -4.190 1.122
C 2.206 -3.307 2.182
C 0.957 -2.883 2.703
C 0.891 -1.911 3.744
C 1.820 -0.886 3.877
C 1.929 0.016 5.021
C 1.285 0.078 6.248
C 1.586 1.153 7.105
C 2.509 2.148 6.732
C 3.177 2.085 5.499
C 2.879 1.006 4.682
N 3.355 0.717 3.396
C 4.300 1.525 2.654
C 2.766 -0.413 2.922
C -0.223 -3.448 2.143
C -0.159 -4.293 1.060
H 2.063 -6.479 -2.016
H 2.976 -5.029 -1.492
H 2.893 -6.473 -0.427
H 3.265 -4.507 0.736
H 3.126 -2.935 2.631
H 0.059 -1.930 4.446
H 0.573 -0.703 6.523
H 1.093 1.223 8.074
H 2.704 2.984 7.401
H 3.890 2.842 5.169
H 4.581 2.398 3.247
H 5.197 0.938 2.418
H 3.849 1.860 1.709
H 3.032 -0.822 1.950
H -1.187 -3.168 2.571
H -1.061 -4.673 0.583
*
```

Here are the Löwdin charges for atoms 1 to 5, given in e:
1 C -0.0888
2 C -0.0754
3 C -0.0753
4 C -0.2482
5 Si 0.7245

(2)
Here is a gas-phase ion, HN2O3S (charge -1) at a distorted geometry from the OMol25 dataset. Energies are from ωB97M-V/def2-TZVPD.

Properties
- Energy above the lowest of the compared OMol25 structures with the same formula, charge and spin: 37.3 kcal/mol
- LUMO (spin up / spin down): 3.87 / 2.21 eV
- ⟨S²⟩: 2.014

Geometry as ORCA input:
```
! RIJCOSX wB97M-V def2-TZVPD def2/J DEFGRID3
* xyz -1 3
N -1.397 0.406 -0.149
N -0.234 0.888 0.190
O 0.079 2.071 0.195
O 1.360 -0.621 -1.157
O 0.261 -1.601 0.777
S 1.116 -0.518 0.274
H -1.184 -0.625 -0.131
*
```

Here are the natural (NBO) charges for atoms 1 to 5, given in e:
1 N -0.6351
2 N -0.0157
3 O -0.3794
4 O -0.9369
5 O -0.9650

(3)
Here is a molecular structure, C26H22N2O5Sc from the OMol25 dataset. Energies are from ωB97M-V/def2-TZVPD.

Properties
- Energy above the lowest of the compared OMol25 structures with the same formula, charge and spin: 0.6 kcal/mol
- LUMO: 2.40 eV

Geometry as ORCA input:
```
! RIJCOSX wB97M-V def2-TZVPD def2/J DEFGRID3
* xyz -1 1
Sc -0.798 0.361 -0.928
N 1.556 0.791 -0.255
C 2.334 1.796 -0.907
C 3.606 1.470 -1.359
C 4.407 2.422 -1.973
C 3.929 3.715 -2.129
C 2.645 4.024 -1.697
C 1.816 3.079 -1.096
C 0.402 3.445 -0.770
C 0.165 4.662 -0.132
C -1.130 5.137 0.029
C -2.182 4.408 -0.507
C -1.924 3.190 -1.130
C -0.644 2.627 -1.231
H 2.123 -0.019 -0.055
H 1.151 1.123 0.620
H 3.978 0.460 -1.208
H 5.397 2.153 -2.319
H 4.542 4.474 -2.600
H 2.249 5.020 -1.862
H 1.003 5.238 0.247
H -1.312 6.068 0.553
H -3.199 4.779 -0.439
H -2.772 2.652 -1.536
O -5.426 0.512 3.025
C -4.516 0.458 2.251
C -3.026 0.563 2.586
O -2.547 0.686 3.686
C -2.346 0.475 1.294
C -3.239 0.298 0.249
O -2.824 0.180 -0.985
C -4.625 0.277 0.733
O -5.644 0.152 0.103
O -1.050 0.530 1.071
C 0.296 -3.647 2.849
N 1.357 -3.142 2.005
C 2.465 -4.044 1.801
C 0.950 -2.272 0.912
C 0.118 -2.814 -0.251
C -0.100 -4.185 -0.371
C -0.816 -4.711 -1.445
C -1.320 -3.851 -2.406
C -1.124 -2.482 -2.253
C -0.425 -1.908 -1.188
H 0.707 -3.939 3.821
H -0.236 -4.518 2.437
H -0.440 -2.859 3.020
H 2.874 -4.342 2.772
H 3.257 -3.529 1.251
H 2.233 -4.966 1.252
H 1.875 -1.856 0.496
H 0.403 -1.436 1.351
H 0.276 -4.861 0.383
H -0.981 -5.779 -1.519
H -1.887 -4.231 -3.249
H -1.583 -1.835 -3.000
*
```

Here are the natural (NBO) charges for atoms 1 to 5, given in e:
1 Sc 1.8747
2 N -0.8561
3 C 0.1592
4 C -0.2421
5 C -0.2135